# 1
27
Properties=species:S:1:pos:R:3 method="wB97M-V/def2-TZVPD" orbital_gap_ev=7.43 homo_ev=-9.2 charge=0
C -2.0303 4.2317 0.6191
C -1.4577 2.7160 0.3312
Cl -2.7354 1.3548 0.0538
C 0.0134 2.3711 0.2482
Cl 1.3485 3.6573 0.4777
C 0.3361 0.7686 -0.0869
C 0.5913 0.3072 -1.6519
C 0.8660 -1.2988 -1.9674
C 1.1175 -1.8869 -3.4993
C 0.8984 -2.3591 -0.6805
O 1.1800 -3.7819 -0.9259
C 0.6496 -1.8329 0.8522
C 0.3518 -0.2568 1.1924
C 0.1484 -0.0285 2.8032
O -0.0978 1.0840 3.5246
N 0.3384 -1.4726 3.3127
C 0.6016 -2.6035 2.2986
O 0.7346 -3.9305 2.5409
H -3.1900 4.1024 0.8660
H -1.9397 4.8344 -0.4071
H -1.4719 4.7538 1.5086
H 0.5693 1.1390 -2.5071
H 0.4088 -2.8352 -3.6401
H 2.2515 -2.1489 -3.6742
H 0.7498 -1.0918 -4.3077
H 0.3046 -4.2028 -1.1711
H -0.5368 -1.5900 3.8900

***

# 2
67
Properties=species:S:1:pos:R:3 method="wB97M-V/def2-TZVPD" orbital_gap_ev=6.64 homo_ev=-10.1 charge=+1
Rb 1.4639 -3.1052 3.3600
Rb -1.8504 1.3420 3.7214
Rb 2.1417 0.6173 2.1035
B 3.7626 -1.0138 3.9462
H 4.0872 -1.5811 4.8048
H 2.8412 -0.5156 4.2049
H 4.4884 -0.2434 3.7367
H 3.7109 -1.6872 3.1048
B -0.4191 -0.7977 2.1948
H -0.0271 -1.6940 1.7396
H 0.1659 -0.5115 3.0551
H -0.2870 -0.0015 1.4787
H -1.4532 -0.8973 2.4861
C -2.0333 2.8770 -3.9467
C -1.6003 2.4770 -2.4960
C -0.2668 1.6129 -2.6050
C 0.6195 1.5977 -1.3107
C 0.9679 3.1184 -1.0728
C -0.2927 4.0483 -0.7894
N -1.2819 3.8287 -1.8659
O -2.1544 4.8445 -2.0138
C -0.8725 3.7151 0.5634
C 0.2034 5.4814 -0.7093
C -2.7168 1.7125 -1.7787
H -2.9106 3.5210 -4.0080
H -2.3313 2.0029 -4.5257
H -1.1773 3.2490 -4.5097
H -0.4763 0.5779 -2.8749
H 0.3017 1.8268 -3.5101
H 1.5174 1.0602 -1.6156
H 0.0966 1.0942 -0.4975
H 1.7305 3.6123 -1.6750
H 1.5999 3.1767 -0.1866
H -1.8387 4.1397 0.8357
H -1.2322 2.6989 0.7248
H -0.1744 3.8816 1.3838
H -0.4055 6.1671 -0.1201
H 1.1920 5.5619 -0.2572
H 0.2729 5.8063 -1.7475
H -2.6890 0.7125 -2.2114
H -3.6787 2.2227 -1.8307
H -2.5878 1.6146 -0.7008
H -2.8643 4.5437 -1.4419
C 4.1469 -2.8787 -0.0779
C 3.1893 -1.9840 -0.9229
C 2.5286 -2.6951 -2.0818
O 2.1051 -1.5264 -0.1323
H 4.7938 -2.3136 0.5932
H 4.6915 -3.4463 -0.8324
H 3.9084 -3.7638 0.5119
H 3.7981 -1.1374 -1.2401
H 1.9001 -3.5181 -1.7416
H 3.2464 -3.1869 -2.7384
H 1.9570 -1.9801 -2.6735
H 1.5503 -2.3088 -0.0906
C -2.2767 -4.3888 0.2116
C -2.6739 -3.9288 1.6353
C -3.2477 -5.0853 2.5212
O -1.4850 -3.4408 2.2602
H -1.4338 -5.0796 0.1910
H -2.1170 -3.4264 -0.2746
H -3.1736 -4.7923 -0.2584
H -3.4028 -3.1188 1.6092
H -3.2164 -6.1110 2.1538
H -4.3018 -5.0407 2.7949
H -2.7254 -4.9972 3.4738
H -1.3034 -2.5457 1.9646

***

# 3
23
Properties=species:S:1:pos:R:3 method="wB97M-V/def2-TZVPD" orbital_gap_ev="7.52 / 7.66" homo_ev="-18.0 / -17.9" charge=+2
C -2.4536 -1.8323 0.3056
C -2.9153 -0.5775 0.0265
C -1.0912 -2.0955 0.1595
C -2.0395 0.5117 -0.0853
C 1.4624 1.4372 -0.2035
C -0.2026 -1.0467 -0.0378
C -0.6702 0.2986 -0.0799
C -0.4414 2.8002 -0.3082
C 3.4051 -1.3356 0.0976
N 1.0584 -1.4694 -0.1416
N 0.1847 1.4814 -0.1081
N 2.1217 -0.9507 0.1045
H -3.0371 -2.5574 0.6531
H -3.9707 -0.4391 0.1263
H -0.5782 -3.0433 0.4242
H -2.5881 1.3388 -0.2934
H 2.1022 2.2250 -0.2449
H -0.6573 3.1196 0.7015
H 0.2894 3.5381 -0.5603
H -1.3344 2.8832 -1.0484
H 3.9983 -0.4652 0.4195
H 3.5650 -2.1552 0.9757
H 3.7926 -1.6662 -0.8828

***

# 4
54
Properties=species:S:1:pos:R:3 method="wB97M-V/def2-TZVPD" orbital_gap_ev=7.47 homo_ev=-7.3 smiles="COCCN1C=C2C(=O)[C@](C)(OC(=O)CCC(=O)OC)C(=O)C=C2C=C1C1CC1" charge=0
C -4.9995 -1.5481 2.1581
O -4.1779 -0.7946 1.3026
C -3.2636 0.0263 1.9941
C -2.3782 0.7532 0.9792
N -1.4602 -0.1509 0.3200
C -0.3412 -0.4936 0.9795
C 0.6630 -1.2225 0.4136
C 1.8726 -1.4608 1.1827
O 1.9375 -1.3310 2.3893
C 3.1371 -1.7703 0.3668
C 3.9927 -2.8126 1.0791
O 3.8892 -0.5256 0.4264
C 3.3672 0.5430 -0.1429
O 2.3942 0.5536 -0.8581
C 4.0655 1.8172 0.2948
C 3.0895 2.5390 1.2399
C 1.7213 2.6466 0.5911
O 0.7029 2.1976 1.0563
O 1.7755 3.3303 -0.5478
C 0.5955 3.3283 -1.3365
C 2.9355 -2.2014 -1.1082
O 3.9283 -2.4921 -1.7586
C 1.6079 -2.2058 -1.6264
C 0.5531 -1.6571 -0.9534
C -0.7241 -1.4074 -1.5498
C -1.6785 -0.6560 -0.9478
C -2.9805 -0.3410 -1.5849
C -3.1555 0.9562 -2.3373
C -3.1513 -0.3453 -3.0734
H -4.4048 -2.2186 2.7895
H -5.6021 -0.8973 2.8029
H -5.6554 -2.1368 1.5205
H -2.6432 -0.5841 2.6680
H -3.8054 0.7671 2.6020
H -1.7849 1.5118 1.4956
H -3.0102 1.2363 0.2354
H -0.2231 -0.1189 1.9853
H 4.9226 -2.9376 0.5310
H 3.4594 -3.7598 1.1059
H 4.1972 -2.4816 2.0936
H 4.2550 2.4364 -0.5819
H 4.9976 1.5845 0.8058
H 3.4603 3.5417 1.4571
H 2.9794 1.9823 2.1717
H -0.2634 3.6465 -0.7410
H 0.7736 4.0192 -2.1564
H 0.4243 2.3180 -1.7147
H 1.4939 -2.5269 -2.6507
H -0.9016 -1.7994 -2.5381
H -3.8257 -0.6675 -0.9894
H -2.2920 1.5961 -2.4451
H -4.0868 1.4917 -2.2290
H -4.0839 -0.7154 -3.4701
H -2.2989 -0.5627 -3.6964

***

# 5
6
Properties=species:S:1:pos:R:3 method="wB97M-V/def2-TZVPD" orbital_gap_ev="5.94 / 5.94" homo_ev="-8.0 / -8.0" charge=0
C 0.8402 0.7268 -0.0220
C -1.6183 -1.7277 0.0602
I 0.9232 2.5699 1.1857
I 0.0796 -2.8856 0.0420
I -1.3381 0.3518 -0.2869
H 1.1134 0.9648 -0.9790

***

# 6
17
Properties=species:S:1:pos:R:3 method="wB97M-V/def2-TZVPD" orbital_gap_ev=10.62 homo_ev=-9.7 smiles=C[C@@H]1COC[C@@H]1O charge=0
C -1.9160 -0.1185 -0.3394
C -0.4196 -0.0373 -0.5989
C 0.3573 -1.3138 -0.2731
O 1.7033 -0.9225 -0.0348
C 1.7771 0.4904 0.1231
C 0.3408 0.9940 0.2516
O -0.0941 1.0338 1.5994
H -2.4121 0.8175 -0.6157
H -2.3749 -0.9257 -0.9216
H -2.1158 -0.2998 0.7209
H -0.2386 0.2163 -1.6527
H -0.0517 -1.8031 0.6262
H 0.3384 -2.0473 -1.0862
H 2.2884 0.9356 -0.7415
H 2.3549 0.7229 1.0250
H 0.2205 2.0129 -0.1266
H 0.2420 0.2443 2.0442

***

# 7
10
Properties=species:S:1:pos:R:3 method="wB97M-V/def2-TZVPD" orbital_gap_ev=9.75 homo_ev=-10.0 smiles="O=C1C=COSN1F" charge=0
O -0.5348 -2.2064 0.6818
C -0.3639 -1.0666 0.3584
C 0.8906 -0.3506 0.2340
C 1.0101 0.9619 -0.0701
O -0.0148 1.8473 -0.0586
S -1.4614 1.3111 0.4812
N -1.5239 -0.3237 -0.0852
F -1.6954 -0.5189 -1.4724
H 1.8129 -1.0135 0.2516
H 1.8805 1.3594 -0.3207

***

# 8
77
Properties=species:S:1:pos:R:3 method="wB97M-V/def2-TZVPD" multiplicity=2 s_squared=0.75 orbital_gap_ev="5.84 / 5.87" homo_ev="-9.4 / -9.4" charge=+1
Ce 1.3776 -0.3451 -0.1005
C 1.6156 1.4513 1.4973
C 0.2789 0.9677 1.7478
C 1.7609 -0.7606 2.2379
C 2.5441 0.3814 1.8063
C 0.3651 -0.3945 2.1928
C 1.9343 2.8557 1.1097
H 1.0459 3.3556 0.7186
H 2.7014 2.9028 0.3320
H 2.3038 3.3924 1.9924
C 3.9235 0.3305 1.2549
H 4.1322 1.1655 0.5593
H 4.0899 -0.6292 0.7150
H 4.6786 0.3927 2.0537
C 2.1806 -2.1793 2.1101
H 2.9445 -2.4402 2.8457
H 2.6196 -2.3415 1.0913
H 1.3065 -2.8292 2.2692
C -0.8114 -1.1928 2.6790
H -0.8036 -1.3045 3.7779
H -0.8357 -2.2067 2.2518
H -1.7551 -0.7121 2.4010
C -0.9105 1.8401 1.9777
H -1.0422 2.0093 3.0650
H -1.8429 1.4019 1.5920
H -0.7894 2.8121 1.4966
C -1.3794 0.9764 -2.8441
C -1.5664 1.9898 -1.9949
C -2.7334 2.2467 -1.1007
C -3.7506 1.0919 -0.8520
C -3.2234 -0.1268 -0.1801
C -2.5770 -1.1464 -0.7579
C -2.3295 -1.3650 -2.2278
C -2.3144 -0.1543 -3.1876
H -3.3031 3.1027 -1.5085
H -4.2601 0.8011 -1.7783
H -2.3890 2.5938 -0.1169
H -3.3262 0.2648 -3.3063
H -0.4362 0.9234 -3.4122
H -0.7764 2.7373 -1.9523
H -1.9828 -0.5424 -4.1790
H -1.3823 -1.9267 -2.3414
H -2.2417 -1.9864 -0.1417
H -3.1156 -2.0620 -2.5869
H -4.5075 1.5167 -0.1632
H -3.3679 -0.1219 0.8955
P -4.4708 -3.4008 -4.4143
P -5.2689 -5.9982 -3.2279
C -5.8173 -4.3137 -5.3912
C -5.8314 -5.7960 -5.0185
H -5.6110 -4.1690 -6.4629
H -6.7852 -3.8327 -5.1723
H -6.8388 -6.2295 -5.1291
H -5.1483 -6.3771 -5.6590
C -5.3236 -7.8471 -3.3079
H -5.2310 -8.2555 -2.2905
H -4.4868 -8.2159 -3.9212
H -6.2733 -8.1921 -3.7478
C -6.9925 -5.8205 -2.5325
H -7.7063 -6.4021 -3.1407
H -7.2925 -4.7615 -2.5194
H -6.9935 -6.2154 -1.5042
C -3.3822 -3.1090 -5.8697
H -2.5784 -2.4190 -5.5925
H -3.9704 -2.6966 -6.6993
H -2.9402 -4.0640 -6.1847
C -5.4096 -1.8257 -4.3060
H -6.2862 -1.9693 -3.6615
H -5.7469 -1.5133 -5.3010
H -4.7797 -1.0489 -3.8658
Cl 4.1858 3.4002 -3.9780
C 2.7161 2.6585 -3.3724
Cl 1.5522 3.8816 -2.8085
Cl 1.9743 1.6391 -4.6506
C 3.0070 1.7893 -2.0928
O 3.9635 2.1047 -1.3765
O 2.1100 0.8668 -1.8359

***

# 9
56
Properties=species:S:1:pos:R:3 method="wB97M-V/def2-TZVPD" orbital_gap_ev=5.70 homo_ev=-3.8 charge=-1
C -1.2637 -0.7966 1.3389
O -1.7879 -0.5387 0.0641
C -0.8802 0.1812 -0.7857
P -0.6689 -0.7146 -2.4845
O -0.5662 -2.2673 -1.6344
C -0.6292 0.9383 -3.4473
C 0.5995 1.1455 -4.3744
C 1.9208 1.4671 -3.6047
Cl 3.1246 0.1061 -3.8026
C -0.6640 -1.7302 -4.1404
C -1.6152 -2.9534 -4.0752
O -0.8867 -4.1726 -3.9412
C -2.4019 -3.0861 -5.4453
N -3.7637 -3.6527 -5.1752
H -1.6508 -0.0420 2.0482
H -1.6817 -1.7676 1.6592
H -0.1737 -0.9091 1.3630
H -1.2853 1.2087 -0.8593
H 0.1353 0.2746 -0.3426
H -2.1318 -0.7933 -2.5478
H 0.7822 -0.6734 -2.4277
H 0.2036 -2.2313 -1.0819
H -0.7204 1.8447 -2.8256
H -1.5165 0.9426 -4.1120
H 0.3926 2.0521 -4.9746
H 0.7722 0.3426 -5.0954
H 1.6984 1.5879 -2.5430
H 2.3522 2.3880 -4.0026
H -1.0695 -1.0440 -4.9039
H 0.3696 -2.0009 -4.4228
H -2.3901 -2.8643 -3.3100
H 0.0188 -3.9927 -4.1511
H -2.5668 -2.1104 -5.9128
H -1.9049 -3.7989 -6.1097
H -3.6144 -4.3660 -4.4699
H -4.2880 -2.9318 -4.6929
C -2.0483 -0.1913 5.8402
C -1.1376 -1.3236 5.4572
O -0.2110 -0.6953 4.5873
C -0.1349 0.6023 4.9802
O 0.7210 1.3523 4.6559
O -1.1625 0.9291 5.8020
F -1.8017 -2.2882 4.7764
H -2.8523 -0.0476 5.1157
H -2.4811 -0.3141 6.8312
H -0.6011 -1.7755 6.2952
C 3.5281 3.0422 5.4186
C 4.1771 3.6307 4.1973
O 4.1649 5.0219 4.4828
C 4.2132 5.1413 5.8361
O 4.4786 6.1412 6.4116
O 3.9270 3.9639 6.4418
F 3.4476 3.4023 3.0807
H 2.4398 3.0273 5.3435
H 3.8788 2.0363 5.6394
H 5.2062 3.3035 4.0299

***

# 10
114
Properties=species:S:1:pos:R:3 method="wB97M-V/def2-TZVPD" orbital_gap_ev="4.19 / 4.02" homo_ev="-11.6 / -11.6" charge=+2
Pd -1.1340 -1.0221 -1.3755
C 7.6442 -1.3480 9.0953
O 7.9385 -1.2389 7.7170
C 6.9747 -1.2599 6.8069
C 7.4019 -1.2270 5.4610
C 6.4990 -1.2541 4.4322
C 5.1195 -1.3203 4.7000
C 4.6948 -1.3321 6.0401
C 5.5940 -1.3091 7.0760
C 4.1203 -1.4270 3.6735
N 2.8342 -1.6045 3.9250
C 2.2190 -1.6846 2.7331
C 3.1594 -1.5567 1.6932
N 4.3571 -1.3940 2.3174
C 2.8032 -1.6439 0.3218
C 3.6980 -1.6933 -0.7541
C 3.1957 -1.8557 -2.0340
C 1.8195 -1.9055 -2.2229
N 0.9491 -1.8062 -1.2289
C 1.4110 -1.7353 0.0456
C 0.4445 -1.8340 1.0998
N -0.8554 -1.9321 0.7503
C -1.7636 -2.1846 1.6732
C -1.4458 -2.3281 3.0226
C -0.1381 -2.1369 3.4259
C 0.8360 -1.8872 2.4588
H 8.6090 -1.3907 9.5960
H 7.0838 -2.2613 9.3103
H 7.0855 -0.4808 9.4574
H 8.4625 -1.1960 5.2704
H 6.8657 -1.2377 3.4171
H 3.6330 -1.3622 6.2354
H 5.2345 -1.3282 8.0926
H 5.2531 -1.2765 1.8742
H 4.7630 -1.6452 -0.5883
H 3.8548 -1.9485 -2.8803
H 1.4031 -2.0473 -3.2122
H -2.7883 -2.2711 1.3267
H -2.2206 -2.5599 3.7336
H 0.1508 -2.1774 4.4627
C -3.2015 5.3046 -2.5827
C -3.6931 4.5812 -1.3231
C -3.2417 3.1140 -1.3103
C -1.8462 3.0275 -1.9245
C -1.9870 3.2575 -3.4350
C -3.0609 4.3202 -3.7365
P -0.9258 1.4548 -1.4810
C -0.3163 1.6627 0.2785
C -1.4525 1.3170 1.2484
C -0.9559 1.4755 2.6802
C -0.7061 2.9651 2.9729
C -0.4712 3.7724 1.6901
C 0.3637 2.9868 0.6812
C 0.6420 1.4104 -2.5185
C 1.4207 2.7241 -2.6847
C 2.3035 2.7001 -3.9431
C 2.7267 1.2788 -4.2934
C 1.5105 0.4686 -4.7419
C 0.2804 0.7608 -3.8655
H -2.2364 5.7805 -2.4001
H -3.9029 6.0921 -2.8532
H -4.7808 4.6120 -1.2705
H -3.3066 5.0932 -0.4403
H -3.9226 2.4983 -1.9003
H -3.2716 2.7375 -0.2892
H -1.2233 3.8136 -1.4784
H -2.2765 2.3247 -3.9261
H -1.0366 3.5852 -3.8564
H -4.0236 3.8423 -3.9147
H -2.7920 4.8501 -4.6499
H 0.4309 0.8540 0.3525
H -1.8169 0.3024 1.0472
H -2.2936 1.9932 1.1141
H -0.0348 0.9008 2.8123
H -1.6915 1.0741 3.3781
H 0.1534 3.0673 3.6358
H -1.5661 3.3838 3.4947
H 0.0472 4.7007 1.9369
H -1.4261 4.0502 1.2381
H 1.3302 2.7559 1.1372
H 0.5570 3.6128 -0.1913
H 1.2915 0.7095 -1.9725
H 2.0562 2.8605 -1.8070
H 0.7532 3.5835 -2.7429
H 3.1817 3.3235 -3.7745
H 1.7671 3.1264 -4.7923
H 3.1984 0.8128 -3.4241
H 3.4610 1.2979 -5.0977
H 1.7631 -0.5917 -4.7326
H 1.2728 0.7232 -5.7753
H -0.2854 -0.1749 -3.6607
H -0.3855 1.4256 -4.4123
C -2.8539 -2.6946 -3.6992
C -3.3789 -2.9395 -2.2609
C -2.5247 -4.0863 -1.6702
C -3.1924 -1.6853 -1.4983
C -4.8661 -3.2486 -2.1839
C -5.7227 -3.0897 -3.2711
C -7.0728 -3.3605 -3.1460
C -7.5991 -3.7647 -1.9273
C -6.7575 -3.9272 -0.8375
C -5.4116 -3.6496 -0.9587
H -1.7783 -2.4677 -3.6470
H -3.3562 -1.8542 -4.1736
H -2.9920 -3.5889 -4.3014
H -1.4656 -3.8059 -1.7048
H -2.6697 -4.9953 -2.2500
H -2.7946 -4.2938 -0.6386
H -4.0628 -1.0798 -1.2399
H -5.3431 -2.7743 -4.2298
H -7.7175 -3.2502 -4.0028
H -8.6576 -3.9379 -1.8243
H -7.1533 -4.2569 0.1108
H -4.7743 -3.7511 -0.0919

***

The calculation returns the following DFT total energy values, one per record and in order: -1663.05695, -999.30953, -512.92113, -1396.63458, -969.62562, -346.97430, -818.67222, -3705.11698, -2283.37888, -2627.42571 Ha.
The calculation returns the following energy relative to the best compared isomer or geometry (same formula, charge and spin) values, one per record and in order: 276.46, 112.78, 125.29, 67.27, 134.51, 32.08, 23.28, 0.00, 0.00, 15.16 kcal/mol.